# 1
DFT (wB97M-V/def2-TZVPD) results for a 7-piece molecular cluster, C41H106F6N5O5P2 overall.

Values from the calculation:
* LUMO energy: -9.57 eV
* largest force on an atom: 1.6 eV Å⁻¹
* E_HOMO: -19.2 eV
* total charge: +5
* electronic energy: -96766.7452 eV

Last column: Mulliken charge in e.
Geometry (Å):
1 C 6.372 13.087 -16.163  -1.49
2 C 7.561 12.120 -16.240  0.55
3 C 7.095 10.672 -16.335  -0.46
4 C 6.202 10.403 -17.533  -1.00
5 P 5.684 8.707 -17.912  0.88
6 C 5.068 7.885 -16.424  -1.00
7 C 3.602 8.183 -16.038  -0.83
8 C 3.367 8.326 -14.527  -0.76
9 C 3.492 6.998 -13.790  -1.15
10 C 4.391 8.733 -19.147  -1.13
11 C 4.691 9.430 -20.469  -0.48
12 C 3.447 9.629 -21.349  -0.51
13 C 3.793 9.541 -22.825  -1.39
14 C 7.134 7.844 -18.540  -0.53
15 C 6.872 6.430 -19.033  -0.87
16 C 8.010 5.821 -19.856  -0.49
17 C 8.225 6.518 -21.203  -1.09
18 H 5.846 13.330 -17.087  0.13
19 H 6.782 14.049 -15.841  0.45
20 H 5.667 12.803 -15.380  0.37
21 H 8.179 12.391 -15.386  0.16
22 H 8.128 12.354 -17.151  -0.14
23 H 6.615 10.342 -15.407  0.29
24 H 7.947 9.971 -16.353  0.04
25 H 6.558 10.893 -18.447  0.66
26 H 5.234 10.909 -17.389  0.54
27 H 5.737 8.103 -15.591  0.64
28 H 5.183 6.845 -16.751  0.61
29 H 3.015 7.314 -16.347  0.45
30 H 3.117 9.005 -16.570  0.37
31 H 2.316 8.638 -14.504  0.37
32 H 3.912 9.155 -14.070  0.32
33 H 2.933 6.223 -14.310  0.32
34 H 3.137 7.061 -12.763  0.40
35 H 4.545 6.710 -13.707  0.28
36 H 3.456 9.100 -18.721  0.60
37 H 4.205 7.678 -19.388  0.62
38 H 5.464 8.913 -21.048  0.17
39 H 5.117 10.436 -20.356  0.22
40 H 3.045 10.632 -21.171  0.35
41 H 2.610 8.963 -21.136  0.43
42 H 3.028 9.935 -23.492  0.40
43 H 3.929 8.493 -23.110  0.34
44 H 4.727 10.038 -23.103  0.32
45 H 7.892 7.805 -17.749  0.53
46 H 7.538 8.488 -19.329  0.38
47 H 5.974 6.412 -19.665  0.27
48 H 6.631 5.748 -18.214  0.41
49 H 7.872 4.750 -19.983  0.47
50 H 8.910 5.951 -19.242  0.04
51 H 8.601 7.531 -21.062  0.22
52 H 7.283 6.541 -21.756  0.29
53 H 8.911 5.924 -21.804  0.42
54 C 12.124 21.216 -16.375  -0.92
55 N 12.682 19.877 -16.008  0.05
56 C 12.205 19.499 -14.631  -1.03
57 C 12.139 18.879 -16.968  -1.19
58 C 14.192 19.892 -16.144  -0.35
59 C 14.887 21.003 -15.386  -0.63
60 O 14.821 22.201 -16.136  -0.49
61 H 12.489 22.005 -15.723  0.41
62 H 11.037 21.201 -16.333  0.39
63 H 12.459 21.445 -17.384  0.40
64 H 12.627 20.186 -13.905  0.42
65 H 12.536 18.478 -14.463  0.47
66 H 11.127 19.620 -14.646  0.41
67 H 11.059 18.850 -16.867  0.47
68 H 12.595 17.913 -16.767  0.33
69 H 12.374 19.156 -17.995  0.43
70 H 14.396 19.897 -17.214  0.38
71 H 14.503 18.887 -15.833  0.39
72 H 15.919 20.759 -15.134  0.47
73 H 14.378 21.186 -14.435  0.19
74 H 15.688 22.464 -16.460  0.34
75 C 7.501 18.419 -21.520  -0.86
76 N 7.250 17.459 -20.378  0.02
77 C 8.531 17.125 -19.731  -1.44
78 C 6.413 18.276 -19.396  -0.86
79 C 6.481 16.268 -20.948  -0.60
80 C 6.207 15.165 -19.962  -0.21
81 O 5.381 15.648 -18.938  -0.50
82 H 6.532 18.632 -21.965  0.44
83 H 8.173 17.948 -22.230  0.39
84 H 7.878 19.349 -21.107  0.37
85 H 8.352 16.443 -18.903  0.36
86 H 9.021 18.021 -19.362  0.52
87 H 9.206 16.643 -20.440  0.51
88 H 6.280 17.667 -18.509  0.36
89 H 5.453 18.430 -19.875  0.42
90 H 6.966 19.167 -19.123  0.39
91 H 7.092 15.974 -21.800  0.35
92 H 5.567 16.740 -21.304  0.41
93 H 7.150 14.721 -19.616  0.20
94 H 5.694 14.391 -20.547  0.43
95 H 4.925 14.927 -18.495  0.28
96 C 11.180 10.730 -16.220  -0.48
97 N 11.928 10.304 -17.409  0.58
98 C 11.018 10.283 -18.586  -0.67
99 C 12.986 11.331 -17.686  -0.77
100 C 12.611 8.972 -17.193  -0.55
101 C 11.712 7.788 -16.872  -0.48
102 O 11.118 7.318 -18.076  -0.50
103 H 10.418 9.984 -16.017  0.05
104 H 10.738 11.719 -16.301  -0.09
105 H 11.825 10.718 -15.341  0.37
106 H 11.643 10.082 -19.455  0.44
107 H 10.573 11.272 -18.684  0.09
108 H 10.254 9.520 -18.477  0.25
109 H 12.481 12.292 -17.778  0.02
110 H 13.478 10.989 -18.592  0.46
111 H 13.662 11.430 -16.841  0.40
112 H 13.253 9.142 -16.324  0.41
113 H 13.272 8.783 -18.036  0.42
114 H 10.926 8.067 -16.173  0.17
115 H 12.365 7.017 -16.463  0.55
116 H 11.237 6.368 -18.176  0.33
117 C 14.285 15.140 -13.297  -0.85
118 N 13.344 14.711 -12.223  0.22
119 C 14.177 14.498 -10.971  -0.93
120 C 12.411 15.835 -11.943  -0.87
121 C 12.678 13.422 -12.613  -0.19
122 C 11.410 13.131 -11.849  -0.83
123 O 11.700 12.966 -10.472  -0.52
124 H 13.706 15.486 -14.149  0.25
125 H 14.918 14.288 -13.545  0.39
126 H 14.969 15.887 -12.902  0.39
127 H 14.745 15.410 -10.802  0.44
128 H 14.895 13.712 -11.191  0.43
129 H 13.524 14.251 -10.146  0.36
130 H 11.806 16.005 -12.833  0.29
131 H 12.982 16.722 -11.681  0.39
132 H 11.766 15.596 -11.102  0.36
133 H 13.376 12.628 -12.345  0.33
134 H 12.460 13.401 -13.679  0.09
135 H 11.043 12.182 -12.261  0.45
136 H 10.616 13.868 -11.984  0.46
137 H 10.886 13.098 -9.973  0.35
138 C 13.200 16.248 -19.993  -1.51
139 N 13.992 15.972 -21.231  0.24
140 C 13.216 16.440 -22.427  -0.65
141 C 15.278 16.753 -21.077  -0.97
142 C 14.365 14.518 -21.300  -0.76
143 C 13.329 13.509 -20.865  -0.06
144 O 12.072 13.821 -21.452  -0.50
145 H 12.250 15.722 -19.962  0.26
146 H 12.965 17.311 -19.946  0.80
147 H 13.806 16.021 -19.118  0.44
148 H 13.527 15.852 -23.286  0.32
149 H 13.484 17.480 -22.591  0.38
150 H 12.154 16.296 -22.269  0.25
151 H 15.824 16.695 -22.016  0.43
152 H 15.845 16.320 -20.262  0.42
153 H 15.016 17.783 -20.852  0.38
154 H 15.240 14.367 -20.672  0.34
155 H 14.613 14.312 -22.340  0.33
156 H 13.229 13.425 -19.776  -0.05
157 H 13.657 12.526 -21.219  0.63
158 H 11.440 13.119 -21.271  0.29
159 P 10.754 15.017 -16.401  1.46
160 F 10.969 16.015 -15.147  -0.30
161 F 9.162 15.119 -16.294  -0.38
162 F 10.692 16.269 -17.437  -0.37
163 F 10.642 13.949 -17.630  -0.32
164 F 12.374 14.877 -16.512  -0.49
165 F 10.712 13.768 -15.345  -0.58

=====

# 2
DFT (wB97M-V/def2-TZVPD) results for an isolated ion of composition C11H18N and charge +1.

Values from the calculation:
* LUMO energy: -3.96 eV
* largest force on an atom: 5.1 eV Å⁻¹
* SMILES: C[N+]1=C2[C@@H]1[C@@H]1CC[C@@H](C1)C2(C)C
* E_HOMO: -14.7 eV
* total charge: +1
* electronic energy: -13178.6965 eV

Last column: natural (NBO) charge in e.
Geometry (Å):
1 C -1.634 0.678 2.478  -0.46
2 N -0.431 0.336 1.882  -0.25
3 C 0.337 0.487 0.881  0.53
4 C 0.359 -0.869 1.438  -0.04
5 C -0.193 -1.885 0.484  -0.26
6 C 0.957 -2.355 -0.493  -0.40
7 C 1.094 -1.249 -1.527  -0.43
8 C 0.052 -0.154 -1.231  -0.21
9 C -0.986 -1.154 -0.661  -0.40
10 C 0.366 1.115 -0.416  -0.13
11 C 1.704 1.858 -0.667  -0.60
12 C -0.840 2.093 -0.616  -0.61
13 H -1.342 1.159 3.443  0.26
14 H -2.270 -0.159 2.730  0.25
15 H -2.429 1.235 1.753  0.24
16 H 1.010 -1.224 2.206  0.24
17 H -0.683 -2.594 1.068  0.24
18 H 0.649 -3.297 -0.759  0.24
19 H 1.798 -2.590 0.260  0.22
20 H 2.122 -0.759 -1.718  0.24
21 H 0.833 -1.628 -2.549  0.25
22 H -0.346 0.252 -2.054  0.23
23 H -1.300 -1.729 -1.499  0.25
24 H -1.896 -0.608 -0.277  0.20
25 H 1.991 2.651 0.024  0.25
26 H 1.837 2.178 -1.665  0.24
27 H 2.534 1.009 -0.599  0.22
28 H -0.601 2.649 -1.560  0.25
29 H -0.913 2.909 0.251  0.23
30 H -1.778 1.646 -0.609  0.22